(1)
{
  "formula": "C4H9N2",
  "method": "ωB97M-V with the def2-TZVPD basis set",
  "homo_energy_ev": -14.95,
  "total_charge": 1,
  "energy_ha": -267.03577,
  "smiles": "C/C=N/C(C)=[NH2+]",
  "homo_lumo_gap_ev": 10.87,
  "elements": ["C", "C", "C", "C", "N", "N", "H", "H", "H", "H", "H", "H", "H", "H", "H"],
  "positions_angstrom": [[1.4277, 0.0886, -0.4657], [-1.0705, -0.1777, -0.1074], [2.6620, 0.0201, 0.3314], [-2.0061, 1.1136, 0.0025], [0.3224, -0.1574, 0.0855], [-1.6391, -1.3332, -0.1821], [1.4431, 0.2580, -1.4756], [2.4045, 0.1321, 1.3382], [3.0419, -1.0139, 0.3114], [3.4892, 0.7186, 0.0573], [-2.8971, 0.7501, -0.3167], [-1.8759, 1.3945, 1.0603], [-1.7045, 1.8729, -0.8072], [-2.5913, -1.6066, 0.0372], [-1.0064, -2.0597, 0.1310]],
  "forces_ev_per_a": [[-0.3, -0.5, 1.7], [2.5, 3.1, 0.0], [1.3, -0.2, -0.8], [5.0, -0.4, -0.9], [-4.3, 0.2, 0.6], [0.5, -2.2, 1.0], [0.3, 0.5, -2.7], [-0.3, 0.5, 1.6], [0.1, 0.2, -0.5], [-0.9, -0.6, -0.1], [-3.1, -0.8, -0.2], [-0.5, 0.4, -0.7], [-0.1, -0.8, 1.7], [-0.2, 0.9, -0.3], [0.0, -0.5, -0.6]],
  "mulliken_charge": [0.104, 0.434, -1.075, -0.920, -0.289, -0.312, 0.515, 0.340, 0.298, 0.331, 0.374, 0.324, 0.315, 0.283, 0.279]
}


(2)
{
  "formula": "C4H9N2",
  "method": "ωB97M-V with the def2-TZVPD basis set",
  "homo_energy_ev": [-13.63, -13.63],
  "total_charge": 1,
  "energy_ha": -266.85667,
  "homo_lumo_gap_ev": [8.34, 8.35],
  "elements": ["C", "C", "C", "C", "N", "N", "H", "H", "H", "H", "H", "H", "H", "H", "H"],
  "positions_angstrom": [[2.1276, -0.0097, -0.5225], [1.4973, -0.8802, 0.1655], [-1.7183, -0.7454, 0.2450], [-0.4742, 1.2919, -0.0231], [1.7352, 0.3672, 0.8032], [-0.8274, 0.0633, -0.5115], [2.3359, 0.2633, -1.5694], [1.3206, -1.9069, 0.4551], [-1.2938, -1.8267, 0.2434], [-1.6300, -0.3944, 1.3533], [-2.7796, -0.8292, -0.1465], [0.9011, 1.0958, 0.7340], [0.1469, 1.9692, -0.6386], [-1.1815, 1.7728, 0.6780], [-0.1596, -0.2310, -1.2660]],
  "forces_ev_per_a": [[-0.4, 0.1, -1.8], [0.0, -2.0, 0.5], [-0.2, -2.9, 2.1], [-1.2, -1.1, -1.3], [0.8, 1.7, 0.1], [2.5, 4.0, -0.5], [0.7, 0.4, 1.1], [-0.3, 0.3, 0.0], [-0.9, 1.7, 0.0], [-0.7, -0.7, -2.0], [1.3, 0.5, 0.4], [-0.2, -0.5, 0.6], [-0.5, -0.5, 0.1], [0.7, -0.5, -0.1], [-1.7, -0.4, 0.8]],
  "mulliken_charge": [-0.156, -0.057, -0.817, -0.613, -0.400, -0.093, 0.302, 0.382, 0.273, 0.358, 0.278, 0.340, 0.407, 0.406, 0.390]
}


It is found that the relative energy (zero: lowest compared OMol25 entry of this formula, charge and spin) values, taken in the order of the records, are 166.76 636.99 kJ/mol.